A molecular structure, C36H37BaNOP2, computed with ωB97M-V/def2-TZVPD.

Geometry as XYZ:
```
78
Properties=species:S:1:pos:R:3:forces:R:3:mulliken_charge:R:1
Ba 5.185140 -0.190178 3.015738 -1.33 4.97 0.61 1.7300
C 7.127385 -1.149624 1.504573 0.57 0.91 -1.51 -1.0762
C 6.102580 -0.737405 0.714699 2.28 0.80 -0.36 -0.6158
C 5.092863 -1.597376 0.066536 -0.75 -0.85 -0.95 -0.4555
C 3.769497 -2.011859 0.827527 0.35 0.10 -0.90 0.2525
C 3.908055 -2.423932 2.256285 -0.60 -0.43 1.17 -1.5447
C 4.973772 -2.988438 2.845653 -1.00 -0.77 0.90 0.4973
C 6.183608 -3.506340 2.149997 1.07 -0.38 -0.67 -0.8001
C 7.417621 -2.544564 1.948345 0.11 -0.86 0.10 -0.3367
C 4.042368 -0.414094 5.024604 -0.90 0.56 0.91 -1.7884
H 7.803170 -0.368047 1.946297 -0.69 -0.89 -0.67 0.4213
H 5.958071 0.385143 0.580042 0.50 -1.50 -0.18 0.6511
H 5.627619 -2.499050 -0.244420 -0.31 0.05 -0.09 0.3098
H 4.790662 -1.076518 -0.859279 -0.02 -0.37 0.27 0.5216
H 3.030630 -1.194348 0.697663 0.27 -0.43 0.32 -0.2225
H 3.331250 -2.892336 0.325044 0.12 0.45 -0.25 0.3460
H 3.036036 -2.124665 2.897602 0.90 -0.46 -0.42 0.3429
H 4.937763 -3.180757 3.950468 -0.09 0.40 -1.10 0.1798
H 5.871086 -3.883834 1.171130 0.11 -0.06 0.15 0.3019
H 6.550638 -4.382921 2.715495 -0.13 0.40 -0.27 0.4545
H 8.015218 -2.563868 2.878155 -0.44 0.29 -0.73 0.2859
H 8.072078 -2.931892 1.163084 -0.06 -0.57 -0.03 0.3773
H 4.800375 0.058640 5.632306 -0.14 -0.05 0.57 0.4190
H 3.768914 -1.415597 5.172870 -0.78 -1.07 1.06 0.3116
H 3.297537 0.270732 4.588181 -0.25 -0.23 0.60 0.3908
P -2.403197 2.817810 -1.879273 0.09 0.97 0.81 -0.0135
P -4.226440 0.359706 0.241072 -0.34 0.70 1.10 0.0437
C -3.095865 1.205829 -2.273373 -0.47 -1.93 0.19 -0.3325
C -3.650392 0.253837 -1.456096 0.50 0.36 -2.01 -0.3664
C -2.691651 3.821395 -3.400987 -0.16 0.08 -0.03 0.3032
C -2.810083 3.266175 -4.678714 -0.08 0.62 -0.13 0.1077
C -3.049439 4.093552 -5.784780 0.02 -0.07 0.15 -0.6685
C -3.159808 5.475507 -5.621466 0.06 -0.08 0.32 -0.4380
C -3.035656 6.038305 -4.342889 -0.01 -0.18 -0.23 -0.5151
C -2.813993 5.220143 -3.238386 0.03 -0.56 -0.18 -0.3932
C -0.607530 2.411612 -2.030626 0.15 -0.31 0.03 0.5498
C -0.064388 1.562034 -1.045579 0.17 0.20 -0.34 -0.7906
C 1.288620 1.230679 -1.072272 -0.01 0.19 -0.19 -0.2118
C 2.124453 1.758780 -2.065749 -0.26 0.06 0.01 -0.3622
C 1.591025 2.614890 -3.032798 0.03 -0.12 0.21 -0.6510
C 0.231574 2.939129 -3.019781 0.06 -0.22 0.24 -0.3426
C -5.994554 -0.136400 -0.029115 -0.09 0.04 -0.20 0.4594
C -6.816793 0.778182 -0.718817 0.01 -0.40 0.19 -0.4513
C -8.161752 0.490255 -0.938170 0.04 -0.18 0.13 -0.5637
C -8.715898 -0.701522 -0.452660 0.27 0.04 0.04 -0.4480
C -7.909876 -1.602032 0.247567 0.00 0.22 -0.08 -0.5762
C -6.555217 -1.324709 0.458188 -0.09 0.23 -0.20 -0.2558
C -3.540025 -1.138325 1.060502 0.21 0.01 0.08 0.4156
C -3.304838 -1.059503 2.451140 -0.04 -0.16 -0.55 -0.4325
C -2.775979 -2.150684 3.134310 0.05 -0.21 -0.15 -0.5561
C -2.454763 -3.326479 2.440955 -0.12 0.30 -0.05 -0.5012
C -2.677392 -3.403171 1.065001 -0.04 0.14 -0.07 -0.6474
C -3.224085 -2.313301 0.373285 0.18 -0.18 0.55 0.0580
H -2.931138 0.912639 -3.323689 -0.18 -0.18 0.52 0.2660
H -3.900977 -0.712810 -1.932792 0.17 0.59 -0.05 0.4576
H -2.716572 2.193320 -4.817377 -0.01 0.18 -0.09 0.1602
H -3.153137 3.650687 -6.777075 0.04 0.14 0.28 0.3750
H -3.348785 6.117417 -6.483278 0.06 -0.20 0.24 0.3662
H -3.125361 7.116387 -4.210564 0.02 -0.26 -0.04 0.3775
H -2.741824 5.648637 -2.237566 -0.01 -0.11 -0.25 0.3663
H -0.706005 1.165716 -0.257532 0.11 0.06 -0.18 0.3655
H 1.698353 0.566989 -0.309527 -0.12 0.15 -0.18 0.3020
H 3.187040 1.505675 -2.080034 -0.32 0.09 -0.02 0.3601
H 2.235473 3.034355 -3.804828 -0.14 -0.11 0.18 0.3595
H -0.174523 3.599387 -3.784344 0.10 -0.14 0.17 0.2925
H -6.396270 1.716908 -1.080284 -0.07 -0.19 0.05 0.3568
H -8.785519 1.200427 -1.480231 0.14 -0.16 0.13 0.3571
H -9.772109 -0.921907 -0.616989 0.32 0.06 0.05 0.3568
H -8.333685 -2.528593 0.634148 0.09 0.22 -0.10 0.3613
H -5.934196 -2.039208 0.997020 -0.16 0.16 -0.11 0.2921
H -3.533648 -0.132619 2.979337 0.05 -0.24 -0.13 0.3688
H -2.599576 -2.085082 4.207793 -0.04 -0.02 -0.26 0.3994
H -2.026051 -4.174923 2.976603 -0.13 0.24 -0.16 0.3918
H -2.421519 -4.313990 0.520389 -0.09 0.24 0.17 0.3951
H -3.401686 -2.383387 -0.696316 0.05 -0.06 0.16 0.2217
O 9.302435 -1.115129 5.325367 -2.18 0.22 -1.38 -0.6157
C 8.247155 -0.984181 4.741911 -2.42 0.39 -0.77 0.6263
N 7.142131 -0.855281 4.150775 5.79 -0.62 3.59 -0.9329
```
Positions in Å, forces in eV/Å.

Summary:
E_HOMO: -5.73 eV
Maximum force: 6.84 eV Å⁻¹
ΔE to the lowest compared entry with this formula, charge and spin: 40.2 kcal/mol
HOMO-LUMO gap: 5.4 eV
Multiplicity: 1

---

A molecular structure, C36H37BeN4O5S, computed with ωB97M-V/def2-TZVPD.

Geometry as XYZ:
```
84
Properties=species:S:1:pos:R:3:forces:R:3:mulliken_charge:R:1
Be 0.391534 0.420277 -1.780298 -0.03 0.05 0.03 -0.9249
O 2.585289 3.107328 3.267266 0.04 -0.03 0.05 -0.8097
C 1.866209 3.915665 2.615048 -0.07 0.04 -0.06 0.3233
O 1.199918 4.874570 2.989880 0.03 0.01 0.00 -0.7067
C 1.694366 3.461543 1.153868 0.02 0.01 0.02 0.0654
C 0.457972 3.609837 0.538699 -0.01 -0.05 0.01 -0.7501
C 0.180238 2.816608 -0.562668 0.01 0.01 0.01 0.8124
N 1.084477 1.979456 -1.059027 -0.09 -0.02 -0.09 0.4189
C 2.312239 1.923751 -0.550762 0.01 0.02 0.02 0.6318
C 2.664186 2.656423 0.563444 -0.01 0.02 0.00 -0.4124
C 3.131905 0.888869 -1.214299 0.03 -0.01 0.00 0.1170
C 4.507044 0.784517 -1.097152 0.01 -0.01 -0.01 -0.8452
C 5.153014 -0.221573 -1.797707 -0.02 0.01 0.00 -0.6013
C 4.403562 -1.074832 -2.592233 0.00 0.01 0.01 -1.0449
C 3.031351 -0.896428 -2.644130 -0.02 -0.02 -0.02 0.0877
N 2.400599 0.055804 -1.963740 0.04 -0.05 0.04 0.3654
C -1.122698 2.678464 -1.255278 0.03 -0.01 0.01 0.4010
C -2.199111 3.529241 -1.079363 0.00 0.00 0.00 -0.6723
C -3.349564 3.299544 -1.817376 0.01 -0.01 0.01 -0.6842
C -3.379283 2.236943 -2.705699 0.00 0.00 -0.01 -0.8790
C -2.258433 1.430306 -2.807002 -0.01 0.01 0.00 0.1976
N -1.156228 1.633988 -2.095737 -0.02 0.00 0.04 0.3989
H -0.279029 4.249748 1.005766 0.00 0.01 0.00 0.5506
H 3.613953 2.530361 1.064364 0.00 -0.01 0.00 0.4064
H 5.057878 1.484431 -0.485034 0.01 0.00 0.00 0.4487
H 6.227152 -0.329971 -1.732668 0.00 0.00 0.00 0.4477
H 4.869218 -1.863618 -3.165245 0.00 0.00 0.00 0.4588
H 2.404040 -1.530744 -3.256404 0.04 0.05 0.02 0.3962
H -2.133441 4.358612 -0.389533 0.00 0.00 0.00 0.4665
H -4.207596 3.948527 -1.706366 0.00 0.00 0.00 0.4799
H -4.251143 2.032870 -3.310373 0.00 0.00 0.00 0.4770
H -2.237994 0.589001 -3.487505 -0.01 -0.01 -0.01 0.1162
C -0.532795 -2.322645 5.114711 0.00 -0.04 -0.01 -1.0361
O -0.118342 -1.116678 4.490625 0.02 0.01 -0.02 -0.2844
C -0.312244 0.035382 5.176457 -0.01 0.06 -0.04 0.6437
C -0.908383 0.122610 6.426078 0.00 0.00 0.03 -0.5620
C -1.062241 1.365484 7.030536 0.00 0.01 0.00 -0.7343
C -0.624558 2.522077 6.409389 0.01 0.01 0.01 -1.0712
C -0.025677 2.446578 5.159599 -0.01 -0.03 0.01 -0.1534
C 0.102902 1.213387 4.542878 -0.02 -0.04 0.00 -0.0156
N 0.769846 1.144653 3.278899 -0.13 -0.09 -0.08 0.2466
C 0.345698 0.669162 2.149027 0.05 0.05 0.09 -1.4315
C -0.949925 0.210492 1.737943 0.03 0.01 0.00 0.6717
C -2.104311 0.312387 2.542771 -0.01 -0.03 0.00 -0.6426
C -3.347639 -0.002473 2.057157 0.02 0.01 0.03 -1.2119
C -3.466817 -0.438669 0.735341 0.00 -0.01 -0.03 -0.8882
C -2.363695 -0.540488 -0.079424 -0.01 0.01 0.02 0.3114
C -1.072532 -0.219251 0.382807 0.00 0.12 -0.01 0.3630
O -0.028898 -0.317369 -0.413330 0.02 -0.11 0.00 -0.5829
H -0.277304 -3.120023 4.423195 0.00 0.00 0.00 0.2168
H -1.611070 -2.323942 5.289443 0.00 0.00 0.00 0.4156
H -0.006982 -2.477588 6.058915 0.00 0.00 -0.01 0.3876
H -1.247046 -0.767081 6.936247 0.00 0.02 0.00 0.4617
H -1.525632 1.418255 8.006711 0.00 0.00 0.00 0.3984
H -0.735601 3.482092 6.892745 0.00 0.00 0.00 0.4485
H 0.344816 3.336412 4.662951 0.01 0.01 -0.01 0.4652
H 1.669171 1.690305 3.265639 0.06 0.02 -0.03 0.6580
H 1.089683 0.687839 1.360572 -0.02 0.00 0.03 1.3173
H -2.015994 0.667061 3.557284 0.01 0.01 0.02 0.4081
H -4.220318 0.087587 2.688238 0.00 0.00 0.00 0.4629
H -4.441886 -0.699250 0.341498 0.00 0.00 0.00 0.4879
H -2.472710 -0.882205 -1.098117 0.00 0.00 -0.03 0.4263
C 0.335294 -3.569925 -6.253385 0.00 0.01 0.00 -1.3068
C -0.002349 -2.156840 -5.789178 0.01 0.02 0.01 -0.1701
C -1.198748 -2.089281 -4.835571 0.00 0.01 0.01 -1.0572
S -0.816015 -1.833062 -3.094483 0.00 -0.11 -0.03 0.7895
O 0.115921 -0.618172 -3.117068 0.04 0.13 -0.01 0.0837
C 0.247186 -3.249788 -2.778129 -0.02 0.00 0.02 -1.1100
C 0.707911 -3.294273 -1.323039 0.00 0.04 -0.03 0.5917
C -0.405934 -3.686802 -0.362399 0.00 0.00 0.00 -1.4045
H 1.173107 -3.554263 -6.949257 0.00 0.00 0.00 0.3780
H -0.513396 -4.019747 -6.770337 0.00 0.00 0.00 0.3795
H 0.603513 -4.228466 -5.427314 0.00 -0.01 0.02 0.2615
H -0.239137 -1.545611 -6.660567 0.00 0.00 0.00 0.5456
H 0.860075 -1.670711 -5.325027 -0.01 -0.01 0.00 0.0173
H -1.814966 -2.991891 -4.865145 0.00 0.00 0.00 0.6240
H -1.853523 -1.248609 -5.069056 -0.01 0.01 0.01 0.3769
H 1.078058 -3.186524 -3.482190 -0.03 -0.01 0.01 0.3095
H -0.360105 -4.123344 -3.031865 0.01 -0.02 0.00 0.7182
H 1.113068 -2.321723 -1.038689 0.03 -0.03 -0.01 -0.5049
H 1.529010 -4.011845 -1.265668 -0.01 -0.02 -0.01 0.4677
H -1.231172 -2.973620 -0.390600 0.01 -0.01 0.00 0.2349
H -0.037592 -3.714218 0.662578 0.01 0.01 0.00 0.4381
H -0.801342 -4.674899 -0.603132 -0.01 -0.03 0.00 0.4240
```
Positions in Å, forces in eV/Å.

Summary:
E_HOMO: -10.67 eV
Net charge: +1
Maximum force: 0.18 eV Å⁻¹
ΔE to the lowest compared entry with this formula, charge and spin: 0.3 kcal/mol
HOMO-LUMO gap: 7.6 eV
Multiplicity: 1

---

Question: Among the records above, which one has the highest E_HOMO?
Answer: C36H37BaNOP2